No. 1
C6H9NOS | ωB97M-V/def2-TZVPD

Its gap between HOMO and LUMO is 9.367 eV. As for the SMILES: C=C1[C@H](S)CC(=O)N1C. Its max |F| is 4.4 eV/Å. The highest occupied orbital energy comes out at -8.6270 eV.

```
! wB97M-V def2-TZVPD RIJCOSX def2/J DEFGRID3
* xyz 0 1
C -0.13 0.86 -0.12
C 0.67 -1.34 -0.01
C -0.30 2.21 -0.13
C -0.78 -1.57 -0.48
C -1.46 -0.21 -0.55
C 2.22 0.41 0.56
N 0.90 0.04 0.13
O 1.50 -2.18 0.09
S -2.97 -0.07 0.38
H 0.64 2.74 -0.14
H -1.20 2.55 -0.60
H -0.67 -2.16 -1.46
H -1.25 -2.28 0.22
H -1.73 0.31 -1.46
H 2.19 1.16 1.30
H 2.66 -0.55 1.04
H 2.76 0.91 -0.29
H -3.03 -0.83 1.51
*
```

No. 2
H17O9 | ωB97M-V/def2-TZVPD

Its gap between HOMO and LUMO is 9.418 eV. Its max |F| is 2.2 eV/Å. The highest occupied orbital energy comes out at -6.4573 eV.

```
! wB97M-V def2-TZVPD RIJCOSX def2/J DEFGRID3
* xyz -1 1
O -2.89 -2.60 1.65
H 0.44 1.19 -2.76
H -0.08 -2.20 -3.13
O 3.09 -0.43 -2.14
H 2.59 0.41 -1.93
O 0.85 0.15 0.23
H 1.07 -0.79 0.13
H 0.59 0.42 -0.93
O 0.66 2.55 2.68
H -2.22 -0.12 0.02
H 0.11 2.45 1.89
O -0.50 -2.58 -2.35
H -2.17 -2.66 1.00
H 1.54 2.73 2.28
O -3.17 -0.05 0.14
H 1.83 1.43 0.68
H -3.36 -0.72 0.80
O 0.83 1.21 -1.88
H -0.46 -1.81 -1.76
H 2.48 -1.00 -2.60
O -1.24 -0.49 1.93
H -0.41 -0.55 1.40
H -1.45 0.41 2.18
O 2.17 2.37 0.61
H 2.17 2.55 -0.34
H -2.48 -1.87 2.19
*
```

No. 3
C28H40B2FN3O9P | ωB97M-V/def2-TZVPD

Its gap between HOMO and LUMO is 5.204 eV. Its max |F| is 1.3 eV/Å. The highest occupied orbital energy comes out at -4.6525 eV.

```
! wB97M-V def2-TZVPD RIJCOSX def2/J DEFGRID3
* xyz -1 1
C 0.61 1.52 6.30
C 0.53 2.71 6.17
C 0.36 4.14 6.04
C -0.20 4.62 4.69
C -1.40 3.85 4.11
B -1.34 3.68 2.48
C -1.13 5.15 1.77
C -2.35 6.01 1.95
F -2.06 7.40 1.79
O -2.71 3.19 1.97
C -2.52 1.90 1.52
P -3.90 1.29 0.47
C -5.24 2.06 1.43
O -4.05 -0.28 0.97
C -1.05 1.77 1.07
C -0.76 2.41 -0.34
C 0.61 3.04 -0.41
O 0.79 4.20 -0.66
N 1.73 2.13 -0.23
C 2.53 2.52 0.94
C 2.56 2.11 -1.43
B -0.52 0.27 1.00
O -1.22 -0.60 0.18
C 0.68 -0.28 1.84
C 0.46 -0.10 3.37
O -0.41 2.58 2.06
H 0.61 0.46 6.38
H -0.24 4.50 6.89
H 1.35 4.58 6.17
H -0.51 5.66 4.82
H 0.61 4.63 3.97
H -2.31 4.42 4.31
H -1.53 2.88 4.61
H -0.26 5.70 2.15
H -0.96 5.06 0.70
H -3.09 5.77 1.19
H -2.81 5.90 2.93
H -2.56 1.24 2.44
H -6.19 1.82 0.95
H -5.09 3.14 1.49
H -5.28 1.65 2.45
H -3.73 -0.37 1.88
H -0.75 1.62 -1.10
H -1.51 3.14 -0.65
H 3.21 1.70 1.18
H 1.88 2.71 1.78
H 3.14 3.41 0.74
H 2.80 3.12 -1.79
H 3.50 1.62 -1.18
H 2.09 1.54 -2.23
H -1.01 -0.63 -0.76
H 1.62 0.19 1.56
H 0.79 -1.35 1.62
H 1.03 0.74 3.73
H -0.59 0.10 3.60
H 0.78 -0.99 3.91
C 3.45 -4.64 -1.78
C 3.86 -3.33 -1.99
C 2.92 -2.33 -2.20
C 1.58 -2.67 -2.20
C 1.15 -3.97 -1.99
C 2.10 -4.96 -1.78
N 0.57 -1.62 -2.40
O 0.96 -0.49 -2.59
O -0.60 -1.94 -2.36
H 4.18 -5.41 -1.62
H 4.91 -3.08 -2.00
H 3.22 -1.30 -2.37
H 0.09 -4.19 -1.98
H 1.78 -5.98 -1.62
C -1.39 -7.29 -6.17
C -1.05 -6.25 -5.31
C 0.28 -5.85 -5.19
C 1.23 -6.52 -5.94
C 0.92 -7.56 -6.79
C -0.41 -7.94 -6.90
N 2.64 -6.09 -5.82
O 2.88 -5.19 -5.04
O 3.47 -6.65 -6.51
H -2.42 -7.59 -6.27
H -1.81 -5.74 -4.74
H 0.56 -5.05 -4.54
H 1.69 -8.05 -7.36
H -0.68 -8.75 -7.57
*
```

No. 4
C19H23NO2 | ωB97M-V/def2-TZVPD

Its gap between HOMO and LUMO is 8.342 eV. As for the SMILES: CCOc1cc(CNc2ccc3c(c2)CCC3)ccc1OC. Its max |F| is 0.6 eV/Å. The highest occupied orbital energy comes out at -7.4968 eV.

```
! wB97M-V def2-TZVPD RIJCOSX def2/J DEFGRID3
* xyz 0 1
C -2.76 -2.96 1.86
C -2.16 -1.63 2.32
H -1.07 -1.63 2.19
H -2.38 -1.48 3.38
O -2.74 -0.52 1.68
C -2.38 -0.20 0.41
C -1.41 -0.85 -0.34
C -1.09 -0.43 -1.62
C -1.75 0.65 -2.16
C -2.74 1.31 -1.43
C -3.06 0.90 -0.15
O -4.00 1.48 0.65
C -4.70 2.59 0.15
H -5.28 2.34 -0.74
H -5.38 2.89 0.95
H -4.02 3.43 -0.07
H -3.24 2.15 -1.88
H -1.52 1.00 -3.16
C -0.03 -1.16 -2.42
N 0.93 -1.84 -1.58
C 1.92 -1.16 -0.89
C 3.01 -1.87 -0.39
C 4.01 -1.25 0.34
C 3.92 0.11 0.58
C 2.83 0.83 0.09
C 1.84 0.22 -0.64
H 1.00 0.79 -1.01
C 2.94 2.27 0.48
H 2.27 2.47 1.33
H 2.67 2.95 -0.32
C 4.41 2.41 0.91
H 5.01 2.71 0.04
H 4.55 3.15 1.69
C 4.84 1.00 1.35
H 4.69 0.87 2.42
H 5.89 0.80 1.14
H 4.84 -1.82 0.72
H 3.08 -2.93 -0.59
H 1.20 -2.76 -1.89
H -0.52 -1.91 -3.04
H 0.47 -0.44 -3.09
H -0.87 -1.69 0.07
H -3.83 -2.95 2.02
H -2.32 -3.78 2.42
H -2.57 -3.12 0.80
*
```

Calculated total energy in Ha, matching the order above: -762.1544 -687.4064 -2423.2151 -943.0275